Below is a molecular structure, C46H42N5OPtSSi, with properties calculated with wB97M-V/def2-TZVPD.

- gap between HOMO and LUMO (alpha / beta) (Ha) = 0.243 / 0.252
- charge = +1
- multiplicity = 5
- energy relative to the best compared isomer or geometry (same formula, charge and spin) (kJ/mol) = 0.0
- LUMO (alpha / beta) (eV) = -3.3 / -4.4
- <S²> = 6.01

Geometry as XYZ:
```
97
Properties=species:S:1:pos:R:3:forces:R:3:mulliken_spin:R:1
Pt -0.302272 -0.291422 -0.602985 0.1 0.1 0.1 1.6399
C -2.951788 4.087177 3.966409 0.0 0.0 0.0 -0.0195
C -1.626390 3.376121 3.729699 0.0 -0.2 0.0 0.0585
N -1.648925 1.956857 4.103737 0.0 0.2 0.1 0.0028
C -1.362608 1.599726 5.507708 -0.1 0.0 -0.2 0.0001
C -2.609948 1.294693 6.322467 0.0 0.0 0.0 0.0000
C -1.959512 1.000945 3.232525 0.1 0.5 -0.2 -0.0499
S -2.354313 1.436163 1.586393 0.0 -0.1 0.1 0.7833
N -1.957287 -0.256226 3.642751 0.0 -0.4 -0.2 0.0205
C -2.098363 -1.171750 2.673444 0.0 0.2 0.1 0.0217
O -2.241112 -0.889941 1.451225 -0.1 0.1 0.2 0.2093
C -2.050238 -2.593129 3.076176 0.0 -0.1 0.0 0.0401
C -1.677378 -2.943478 4.373246 0.0 0.0 0.0 -0.0012
C -1.592333 -4.279675 4.728988 0.0 0.0 0.0 0.0002
C -1.888842 -5.266827 3.794417 0.0 0.0 0.1 -0.0011
C -2.266906 -4.918089 2.504187 0.0 0.0 0.0 0.0024
C -2.343120 -3.582365 2.139634 0.0 -0.1 0.0 0.0180
H -2.886062 5.123317 3.629035 0.0 0.0 0.0 -0.0014
H -3.209911 4.097326 5.026003 0.0 0.0 0.0 -0.0002
H -3.759482 3.599464 3.417771 0.0 0.0 0.0 0.0140
H -0.829793 3.844811 4.306084 0.0 0.0 0.0 0.0007
H -1.333221 3.440690 2.680825 0.0 0.0 0.0 -0.0121
H -0.820376 2.444165 5.929460 0.0 0.0 0.0 0.0006
H -0.693289 0.742778 5.500113 0.0 -0.1 0.0 -0.0003
H -3.288160 2.148645 6.356664 0.0 0.0 0.0 -0.0001
H -2.325035 1.053073 7.347997 0.0 0.0 0.0 0.0001
H -3.140401 0.439210 5.905430 0.0 0.0 0.0 0.0001
H -1.454904 -2.160470 5.086376 0.0 0.0 0.0 0.0003
H -1.300023 -4.554073 5.734766 0.0 0.0 0.0 0.0001
H -1.827482 -6.311732 4.076244 0.0 0.1 0.0 0.0000
H -2.499117 -5.687993 1.779611 0.0 0.0 0.0 0.0008
H -2.627939 -3.301703 1.132839 0.0 0.0 0.0 -0.0091
N 1.677595 -0.092467 -1.749674 0.0 0.0 -0.1 0.2021
C 1.570664 0.972306 -2.722377 -0.1 0.0 0.1 -0.0312
C 2.541863 1.219084 -3.645978 0.1 0.0 -0.1 -0.0025
C 2.380876 2.230932 -4.616184 0.1 0.0 0.0 -0.0012
C 1.241842 2.978657 -4.646418 0.0 0.0 0.0 0.0075
C 0.215629 2.747148 -3.700496 0.0 0.0 0.0 -0.0058
C -0.998407 3.470490 -3.703008 0.0 0.0 -0.1 0.0190
C -1.968720 3.171968 -2.792813 0.0 0.0 0.0 0.0056
C -1.728852 2.150570 -1.858161 -0.1 0.0 0.0 0.0275
N -0.602285 1.475603 -1.814030 0.1 0.0 0.0 0.0710
C 0.384329 1.742210 -2.727709 -0.1 0.0 0.0 -0.0126
H 2.388873 0.094688 -1.049096 0.0 0.0 0.0 -0.0118
H 1.902437 -0.964748 -2.223513 0.0 0.0 0.0 -0.0142
H 3.444772 0.618583 -3.642233 0.0 0.0 0.0 0.0004
H 3.167997 2.402662 -5.339490 0.0 0.0 0.0 0.0000
H 1.104437 3.754166 -5.390751 0.0 0.0 0.0 0.0003
H -1.147024 4.248789 -4.443528 0.0 0.0 0.0 0.0007
H -2.915290 3.693232 -2.776669 0.0 0.0 0.0 0.0010
H -2.486904 1.870102 -1.136264 0.0 0.0 0.0 -0.0001
N 3.302829 0.858608 5.832981 -0.1 0.0 -0.1 -0.0049
C 2.789731 0.671151 4.821089 0.0 0.0 0.0 0.0045
C 2.131760 0.433191 3.561115 0.0 0.0 0.0 -0.0079
C 1.569897 -0.813778 3.294816 0.0 0.0 0.0 0.0331
C 0.903103 -1.028881 2.096932 0.1 0.0 0.0 -0.0776
C 0.786391 -0.000132 1.172442 0.0 0.1 -0.1 0.5665
C 1.373876 1.235632 1.424516 0.0 0.1 0.1 -0.1008
C 2.043953 1.458550 2.619693 0.0 0.0 0.0 0.0120
H 1.641933 -1.606548 4.028479 0.0 0.0 0.0 0.0022
H 0.456094 -1.997820 1.907087 0.0 0.0 0.0 -0.0267
H 1.279775 2.052173 0.713633 0.0 0.0 0.0 0.0108
H 2.487824 2.422111 2.834721 0.0 0.0 0.0 0.0019
C 0.102275 -6.173229 -0.112191 0.0 0.0 0.0 0.0127
C 0.906662 -5.053535 0.064110 -0.1 0.0 0.0 0.0108
C 0.516255 -3.833907 -0.472584 0.0 -0.1 0.0 0.0207
C -0.676884 -3.707656 -1.189637 0.0 -0.2 0.0 0.0648
C -1.480951 -4.842571 -1.343400 0.0 0.0 0.0 0.0363
C -1.091883 -6.067186 -0.814828 0.0 0.0 0.0 -0.0004
Si -1.166361 -2.106707 -2.000993 0.0 -0.1 0.1 0.1990
C -0.225969 -1.843546 -3.599482 -0.1 0.2 -0.1 0.0698
C 0.940089 -2.550257 -3.910319 0.0 0.0 0.0 0.0363
C 1.674338 -2.253957 -5.056300 -0.1 0.0 0.1 -0.0075
C 1.245986 -1.250084 -5.915706 0.0 0.0 0.0 0.0255
C 0.084851 -0.538496 -5.628251 0.0 -0.1 0.0 -0.0126
C -0.635251 -0.825957 -4.477441 0.0 0.0 0.0 0.0148
C -2.994868 -1.928111 -2.283346 -0.1 0.0 -0.1 0.0393
C -3.849813 -1.481479 -1.268764 0.0 0.0 0.0 0.0082
C -5.218322 -1.388387 -1.484998 0.0 0.0 -0.1 -0.0101
C -5.753957 -1.736861 -2.719649 0.1 0.0 0.0 0.0122
C -4.918689 -2.179405 -3.739094 0.0 0.0 0.1 -0.0017
C -3.549947 -2.269673 -3.523576 0.0 0.0 0.0 0.0416
H 0.404527 -7.126892 0.303319 0.0 0.0 0.0 -0.0004
H 1.833529 -5.131166 0.619561 0.0 0.0 0.0 0.0006
H 1.154136 -2.965292 -0.324851 0.0 0.0 0.0 0.0016
H -2.419837 -4.772630 -1.885687 0.1 0.0 0.0 0.0020
H -1.719505 -6.939721 -0.951700 0.0 0.0 0.0 -0.0003
H 1.268163 -3.357025 -3.260513 0.0 0.0 0.0 0.0064
H 2.568072 -2.821271 -5.287966 0.0 0.0 0.0 0.0004
H 1.810525 -1.029231 -6.813537 0.0 0.0 0.0 0.0007
H -0.255888 0.238776 -6.301893 0.0 0.0 0.0 0.0004
H -1.541404 -0.262250 -4.260366 0.1 -0.1 0.0 -0.0019
H -3.445033 -1.207807 -0.299246 0.0 0.0 -0.1 0.0423
H -5.867602 -1.044015 -0.689257 0.0 0.0 0.0 -0.0004
H -6.821248 -1.664511 -2.888123 0.0 0.0 0.0 0.0005
H -5.333490 -2.455905 -4.700535 0.0 0.0 0.0 -0.0003
H -2.911006 -2.615534 -4.330755 0.0 0.0 0.0 0.0020
```
Positions in Å, forces in eV/Å.

---

Below is a molecular structure, C46H43Cl5F5N5O2PbS2Te, with properties calculated with wB97M-V/def2-TZVPD.

- gap between HOMO and LUMO (alpha / beta) (Ha) = 0.258 / 0.187
- charge = -1
- multiplicity = 2
- energy relative to the best compared isomer or geometry (same formula, charge and spin) (kJ/mol) = 28.7
- LUMO (alpha / beta) (eV) = 2.1 / 0.2
- <S²> = 0.76

Geometry as XYZ:
```
110
Properties=species:S:1:pos:R:3:forces:R:3:mulliken_spin:R:1
Pb -0.483509 0.078404 0.138664 -0.4 0.2 0.1 -0.0798
Cl 1.120193 2.384866 1.937462 0.0 0.2 -0.3 -0.0004
C -0.297533 3.227474 1.291854 0.0 0.0 0.0 0.0005
C -1.188549 2.530213 0.495729 0.1 0.0 0.0 -0.0005
C -2.292031 3.257286 0.082386 -0.1 0.0 -0.1 0.0000
Cl -3.514885 2.462189 -0.891466 0.1 0.0 0.1 0.0000
C -2.499970 4.600421 0.402964 0.0 0.0 0.0 0.0000
Cl -3.907345 5.454243 -0.138323 0.1 -0.1 0.0 0.0000
C -1.552978 5.267009 1.177180 0.0 0.0 0.0 0.0001
Cl -1.759919 6.936094 1.574706 0.0 -0.1 0.0 0.0000
C -0.436886 4.570828 1.633634 0.1 0.0 0.0 -0.0001
Cl 0.749111 5.386977 2.602006 -0.1 0.0 0.0 0.0000
C -0.071083 -0.765342 -3.812178 0.0 0.0 0.1 -0.0069
N -0.594271 0.425283 -3.160390 -0.1 0.0 0.0 0.0023
C -1.992459 0.590012 -3.548049 0.1 0.0 0.0 0.0006
C 0.151131 1.624150 -3.525426 0.0 -0.1 0.1 -0.0004
C 1.596364 1.632566 -3.048979 0.0 0.0 0.1 -0.0033
N 1.758498 2.089480 -1.676107 0.0 0.0 0.0 -0.0039
C 3.071374 1.722385 -1.174025 0.0 0.0 0.0 -0.0014
C 1.554272 3.522812 -1.555915 0.0 0.0 0.0 0.0002
H 0.013981 -0.623814 -4.905532 0.0 0.0 0.0 0.0010
H -0.753133 -1.596896 -3.625865 0.0 0.0 0.0 0.0034
H 0.904563 -1.052966 -3.418864 0.0 0.0 0.0 0.0092
H -2.097718 0.645047 -4.646928 0.0 0.0 0.0 0.0001
H -2.391210 1.507101 -3.116851 0.0 0.0 0.0 0.0001
H -2.579387 -0.245335 -3.164773 0.0 0.0 0.0 -0.0013
H -0.374357 2.476099 -3.089423 0.0 0.0 -0.1 -0.0002
H 0.134894 1.759399 -4.622285 0.0 0.0 0.0 -0.0002
H 2.194193 2.258612 -3.736578 0.0 0.0 0.0 0.0000
H 2.002620 0.621268 -3.108341 0.0 0.0 0.0 0.0029
H 3.884564 2.214211 -1.739613 0.0 0.0 0.0 0.0010
H 3.201189 0.640617 -1.248814 0.0 0.1 0.0 0.0022
H 3.159850 2.004235 -0.124597 0.0 0.0 0.0 0.0000
H 2.205841 4.088182 -2.247501 0.0 0.0 0.0 0.0001
H 1.783192 3.838468 -0.537453 0.0 0.0 0.0 0.0001
H 0.517561 3.793507 -1.757686 0.0 0.0 0.0 0.0000
F 6.212479 -3.535393 2.495592 0.2 0.0 0.1 0.0051
C 5.186642 -3.280464 1.687578 -0.1 0.0 0.0 0.0751
C 4.525594 -2.071314 1.767658 0.0 0.0 0.0 -0.0275
F 4.928393 -1.157622 2.653279 0.1 0.1 0.0 -0.0015
C 3.465568 -1.813833 0.923375 0.1 0.0 0.0 0.0420
F 2.893103 -0.621248 1.019511 -0.1 0.2 0.0 0.0019
C 3.021056 -2.739653 -0.024864 -0.1 -0.3 0.1 0.0161
S 1.669005 -2.417403 -1.061287 0.3 0.2 -0.3 0.4591
C 3.724304 -3.949867 -0.078372 0.0 0.1 0.1 0.0379
F 3.384232 -4.892907 -0.951788 -0.1 -0.1 -0.1 0.0036
C 4.788257 -4.221061 0.756804 0.0 0.0 0.0 -0.0213
F 5.442284 -5.385359 0.675381 0.0 -0.1 0.0 -0.0017
C 2.125212 -9.010433 -2.073039 0.0 0.1 0.0 -0.0003
C 1.338109 -7.742608 -1.853061 0.0 -0.1 0.0 0.0003
C 1.212795 -7.185130 -0.588505 0.0 0.0 0.0 0.0033
C 0.488878 -6.017672 -0.365335 -0.2 0.0 0.0 -0.0353
C 0.398464 -5.495296 1.045384 0.0 0.0 -0.1 0.0448
C -0.134753 -5.371965 -1.452240 0.2 0.0 0.0 0.0773
Te -1.075271 -3.439202 -1.196295 0.2 -0.7 -0.1 0.4065
N -2.337220 -1.023519 -0.800909 -0.4 0.3 0.2 0.0265
C -3.394475 -0.870359 -0.149482 0.1 0.0 0.1 0.0250
O -3.520946 -0.355929 1.166777 0.3 -0.2 -0.4 0.0007
C -4.767199 -1.215111 -0.648473 0.0 0.1 0.0 -0.0048
C -5.912689 -0.658470 -0.081836 -0.1 -0.1 0.0 0.0010
C -7.165200 -0.927158 -0.625254 0.1 0.0 0.0 -0.0005
C -7.284852 -1.770342 -1.721204 0.0 0.0 0.0 0.0012
C -6.145112 -2.344071 -2.276744 0.0 0.0 0.0 0.0008
C -4.894363 -2.057834 -1.749181 -0.1 0.0 0.0 -0.0065
C -2.592495 -4.154550 0.094158 -0.2 0.0 0.1 0.0689
C -2.677485 -3.566479 1.353789 0.0 0.0 0.0 -0.0192
C -3.680648 -3.934270 2.239263 0.0 0.0 0.0 0.0003
C -4.597832 -4.903610 1.864605 0.0 0.0 -0.1 0.0028
C -4.510947 -5.489418 0.607266 0.0 0.0 0.0 0.0008
C -3.521082 -5.125756 -0.305510 0.0 0.0 0.0 -0.0404
C -3.509420 -5.757379 -1.676163 0.0 0.1 0.1 0.0198
C -0.016651 -5.926155 -2.738111 -0.1 0.0 0.0 -0.0564
C -0.650892 -5.343385 -3.986949 0.1 -0.1 0.1 0.0014
C 0.709584 -7.105672 -2.909151 0.0 0.1 -0.1 -0.0014
H 2.671836 -9.294811 -1.173303 0.0 0.0 0.0 0.0000
H 2.845534 -8.889244 -2.884631 0.0 0.0 0.0 0.0001
H 1.464989 -9.838874 -2.341662 0.0 0.0 0.0 0.0002
H 1.714076 -7.657507 0.252242 -0.1 0.0 0.0 0.0003
H 1.049840 -6.061586 1.713629 0.0 0.0 -0.1 -0.0002
H -0.624099 -5.563335 1.426164 0.0 0.0 0.0 -0.0017
H 0.691137 -4.445921 1.101956 0.0 0.0 0.0 -0.0198
H -5.810567 -0.012146 0.779813 0.0 0.0 0.0 0.0000
H -8.049463 -0.476381 -0.187045 0.1 0.0 0.0 0.0000
H -8.261624 -1.976673 -2.146710 0.1 0.0 0.0 0.0001
H -6.231751 -3.012888 -3.126236 0.0 0.0 0.0 -0.0001
H -3.994453 -2.474958 -2.183991 0.0 0.0 0.0 0.0036
H -1.950720 -2.817488 1.654117 -0.1 0.0 0.0 -0.0204
H -3.736569 -3.456507 3.210660 0.0 0.0 -0.1 0.0000
H -5.389648 -5.200367 2.543244 0.0 0.0 0.0 0.0004
H -5.238481 -6.239480 0.312156 0.0 0.0 0.0 0.0006
H -4.393500 -6.380505 -1.816704 0.0 0.0 0.0 0.0018
H -2.622099 -6.376232 -1.822640 0.0 0.0 0.0 -0.0031
H -3.504139 -4.990285 -2.457056 0.0 0.0 0.0 -0.0033
H -1.206699 -4.432037 -3.791666 0.0 0.1 0.0 -0.0025
H -1.338439 -6.066904 -4.433124 0.0 0.0 0.0 0.0039
H 0.115084 -5.113675 -4.732389 0.0 0.0 0.0 0.0016
H 0.792672 -7.526259 -3.909951 0.0 0.0 0.1 -0.0002
S 0.520821 -2.104043 2.456701 0.1 -0.1 0.5 0.0080
C 1.035766 -1.011651 3.616473 0.2 0.1 -0.1 0.0020
N 0.245914 0.074644 3.918625 -0.4 0.0 -0.1 0.0000
C 0.645791 1.069337 4.719065 -0.2 0.0 0.1 0.0000
C 1.868184 1.021480 5.312689 0.1 0.0 0.1 -0.0002
C 2.626519 -0.129577 5.041772 0.0 -0.3 -0.2 0.0000
N 2.251081 -1.107464 4.248956 -0.3 0.2 0.0 -0.0004
H -0.703242 0.149391 3.474799 0.1 -0.2 0.2 0.0001
H -0.054706 1.884631 4.844381 0.0 0.0 0.0 0.0000
H 2.226489 1.816518 5.948468 0.0 0.0 0.0 0.0000
H 3.602277 -0.252382 5.508069 0.0 0.0 0.0 0.0000
O -2.444052 0.154204 2.994031 0.5 0.1 0.0 0.0003
C -2.315356 -0.055912 1.795009 -0.1 0.1 0.2 -0.0016
```
Positions in Å, forces in eV/Å.